[1]
89
Properties=species:S:1:pos:R:3:forces:R:3 method="wB97M-V/def2-TZVPD" e_tot_ev=-274917.590 homo_energy_ev=-7.461 fmax_ev_per_a=7.5
C 1.45316 32.25293 -14.54047 -0.98 1.01 -0.99
Br -0.41582 31.67027 -14.53363 0.65 -0.21 0.29
Br 1.57167 33.75869 -13.21789 0.38 -1.15 -1.19
Br 1.78412 32.73711 -16.48669 0.21 -0.01 1.60
H 2.14451 31.43581 -14.33439 -0.24 0.36 0.29
C 9.31896 37.11878 -15.36250 -1.61 1.23 0.88
C 9.65754 35.82044 -15.62066 -0.21 0.47 -0.61
C 8.76408 34.84653 -15.28173 0.23 -1.47 0.31
C 7.53173 35.10488 -14.68570 0.85 -0.46 0.33
C 7.19429 36.38395 -14.30969 1.43 1.35 -1.06
C 8.10930 37.42859 -14.65909 0.20 -1.87 -0.32
O 7.86142 38.71673 -14.33365 -0.01 0.62 0.00
O 9.20663 33.54570 -15.49260 -0.98 0.51 0.07
H 9.93571 37.92077 -15.74044 0.04 0.20 0.28
H 10.53863 35.57426 -16.19468 0.13 -0.09 0.19
H 6.92340 34.27967 -14.34605 -0.20 -0.18 -0.21
H 6.23411 36.55115 -13.84440 0.03 0.33 0.18
H 7.06048 38.74085 -13.80496 -0.09 0.14 0.03
H 8.41025 33.04212 -15.30876 0.17 -0.83 -0.08
C 10.85386 28.43689 -19.19646 1.69 -1.07 -1.22
C 10.77276 27.13694 -19.72881 -0.50 1.70 0.84
C 11.79586 26.62962 -20.48205 0.67 1.26 0.08
C 12.90174 27.39170 -20.80190 0.54 -0.01 0.01
C 13.01599 28.66694 -20.31143 -0.12 1.08 0.24
C 12.04271 29.18807 -19.49439 -2.99 -1.69 0.80
O 12.13547 30.40701 -18.95643 0.76 1.37 0.38
O 11.74990 25.38401 -20.92187 -0.07 -2.33 -0.73
H 10.02879 28.77456 -18.58686 0.13 0.46 0.05
H 9.86925 26.56424 -19.58017 -0.09 -0.21 0.13
H 13.74465 26.99836 -21.35071 -0.22 -0.32 -0.25
H 13.82275 29.34922 -20.53514 0.37 -0.29 -0.12
H 11.64242 30.39213 -18.13285 -0.08 0.34 0.06
H 11.05550 24.93934 -20.43026 -0.10 -0.30 -0.21
C 11.08421 26.73433 -9.04934 -0.48 -0.22 -1.20
O 10.29990 26.83777 -9.97033 -0.55 0.17 -0.81
N 10.71407 26.98729 -7.80090 -1.12 0.58 3.05
N 12.34965 26.34233 -9.22533 1.13 -0.31 0.12
H 9.74521 27.20904 -7.62135 0.23 -0.05 -0.42
H 11.24525 26.84475 -6.95377 0.26 -0.06 -0.53
H 12.95758 26.30033 -8.41987 0.25 -0.02 -0.68
H 12.65274 26.28041 -10.18678 0.29 -0.11 0.43
C 6.15133 22.55315 -10.76764 1.87 1.92 -2.81
O 6.87576 22.57989 -11.74177 0.31 -1.17 -2.02
N 4.86021 22.68911 -10.76934 -3.75 -0.51 -0.62
N 6.66686 22.74165 -9.61259 2.57 0.22 6.15
H 4.40392 22.70876 -9.86850 -0.56 -0.09 -0.76
H 4.40417 22.62824 -11.66848 -0.34 -0.03 0.52
H 6.11208 23.00714 -8.81145 0.16 -0.16 -0.18
H 7.65591 22.91733 -9.50758 -0.26 -0.19 -0.37
C 4.81309 21.04647 -16.58485 -1.78 2.34 -1.21
O 4.60063 22.21860 -16.28597 0.07 -0.33 -0.07
N 4.18539 20.38574 -17.55470 -3.17 0.87 -2.81
N 5.67059 20.24696 -16.09778 4.63 -2.53 4.09
H 3.69740 21.07344 -18.11061 -0.35 -0.69 -0.48
H 4.46236 19.51389 -17.98281 0.16 0.49 0.18
H 6.15869 20.57334 -15.27599 0.11 -0.38 0.04
H 5.54714 19.25392 -16.23462 0.33 0.32 0.28
C 14.31651 29.59933 -13.98454 0.56 2.48 1.96
O 14.66372 30.61587 -13.44026 -0.45 1.98 1.90
N 13.26624 28.86709 -13.76661 -4.81 -1.48 2.24
N 15.04382 29.09878 -14.88234 3.74 -3.46 -5.55
H 13.04494 27.96985 -14.17416 0.40 0.31 0.05
H 12.65772 29.14550 -13.01011 0.06 0.01 -0.22
H 15.96578 29.44042 -15.11337 -0.50 0.00 0.07
H 14.63970 28.29362 -15.33898 0.98 0.10 -0.43
C 6.07913 27.68332 -15.09847 3.37 2.29 1.30
O 6.43630 28.84250 -15.21773 -0.27 0.95 -0.26
N 6.80512 26.79339 -14.43581 1.69 -2.09 1.63
N 5.03178 27.14678 -15.58956 -4.76 -1.29 -2.50
H 7.53255 27.07615 -13.79473 -0.24 -0.01 -0.28
H 6.41688 25.86408 -14.35988 0.57 0.11 0.43
H 4.83040 26.17002 -15.42991 -0.30 0.43 -0.37
H 4.44986 27.72982 -16.17395 -0.04 -0.45 0.05
C 12.97248 24.10670 -14.86926 3.62 1.91 1.88
O 13.66869 24.24456 -13.86861 -0.35 -0.60 0.53
N 13.46707 24.24469 -16.07141 1.42 -0.32 -3.83
N 11.67760 24.11399 -14.91558 -4.55 -0.95 1.35
H 12.79242 24.15817 -16.81805 0.82 0.26 -0.32
H 14.43775 24.43858 -16.27214 -0.35 -0.25 0.24
H 11.26452 23.92569 -14.01336 -0.42 -0.05 -0.23
H 11.22157 23.72780 -15.72983 -0.20 0.08 0.39
C 1.91221 25.50794 -20.75378 2.34 3.69 1.81
O 2.58303 26.51845 -20.67875 1.40 0.64 0.35
N 1.00686 25.38095 -21.63461 -3.93 -1.24 -4.34
N 1.89636 24.54135 -19.88685 0.78 -3.79 3.72
H 1.01111 26.04388 -22.39660 -0.14 -0.44 0.01
H 0.72742 24.41482 -21.72735 -0.59 0.48 -1.04
H 1.16826 23.84189 -19.85994 0.16 0.30 -0.10
H 2.49727 24.52994 -19.07515 0.00 0.35 -0.36



[2]
76
Properties=species:S:1:pos:R:3:forces:R:3 method="wB97M-V/def2-TZVPD" multiplicity=6 e_tot_ev=-147561.111 homo_energy_ev="-6.012 / -7.065" s2=8.761 fmax_ev_per_a=0.9
Mn 0.20985 0.38457 0.09278 0.43 0.14 0.23
N -3.32528 -0.42863 -1.54571 0.27 -0.60 0.64
C -3.03789 0.04381 -0.15804 -0.52 -0.24 0.04
C -3.20673 -1.05033 0.88403 0.09 0.11 0.05
C -2.51178 -0.57583 2.17331 0.06 0.06 -0.11
N -1.04758 -0.55935 1.96195 -0.15 -0.26 -0.25
C -3.02771 0.80963 2.57845 0.03 -0.05 -0.01
C -3.02866 1.85813 1.46441 -0.02 0.04 -0.05
N -1.65838 2.19630 1.06109 0.00 0.08 0.05
C -3.77014 1.30938 0.23262 -0.02 0.04 0.09
H -2.59097 -1.12509 -1.76187 -0.14 0.01 0.03
H -3.19077 0.34486 -2.22724 -0.25 -0.22 0.41
H -4.25229 -0.83543 -1.65493 0.06 -0.05 0.02
H -2.00021 0.31106 -0.14502 0.31 0.02 -0.53
H -2.76681 -1.99219 0.54370 0.01 0.04 -0.02
H -4.27038 -1.22406 1.08075 0.02 -0.03 0.03
H -2.76384 -1.27698 2.97461 -0.04 -0.01 0.01
H -0.71823 -1.51837 1.83664 -0.08 0.02 0.12
H -0.57580 -0.23596 2.80174 -0.02 0.10 -0.04
H -2.45778 1.17831 3.43671 0.01 0.01 0.00
H -4.06210 0.69893 2.91510 0.02 -0.02 0.06
H -3.57388 2.73337 1.83338 -0.02 0.03 0.01
H -1.07570 2.44979 1.85184 -0.02 -0.03 -0.01
H -1.64616 2.98346 0.42175 0.01 -0.02 0.01
H -3.74501 2.04651 -0.57429 -0.04 -0.08 0.11
H -4.81705 1.10856 0.48125 0.00 0.02 0.01
N -0.01802 -5.04809 -0.29590 0.16 -0.05 -0.12
C 0.67831 -3.78991 -0.79542 0.00 0.04 0.02
C 1.83962 -4.13595 -1.71714 -0.01 -0.06 -0.01
P -0.69728 -2.85964 -1.65611 -0.29 0.11 0.16
O -0.39840 -3.06561 -3.22149 0.11 -0.14 -0.09
O -1.93423 -3.63433 -1.31719 0.11 0.03 -0.04
O -0.66397 -1.39004 -1.36009 -0.03 -0.13 0.21
P 1.22086 -2.93659 0.77832 -0.15 0.00 0.10
O 2.70093 -3.51480 1.01803 -0.05 -0.10 -0.02
O 0.27703 -3.51932 1.78438 0.03 0.05 0.01
O 1.32275 -1.46274 0.58994 0.06 0.02 -0.12
H -0.99554 -4.98992 -0.64424 -0.12 0.01 -0.12
H -0.05671 -4.94108 0.73664 0.03 0.01 0.18
H 0.45065 -5.90176 -0.58566 0.00 0.00 0.03
H 1.50105 -4.66986 -2.60559 0.00 0.02 0.00
H 2.58874 -4.72576 -1.18810 0.00 0.00 0.00
H 2.32500 -3.21588 -2.04660 0.00 0.01 0.01
H 0.06202 -2.30666 -3.59556 -0.01 0.07 -0.03
H 3.35982 -2.82413 0.87439 0.08 0.07 0.04
C 0.02798 1.66121 -1.84025 -0.26 -0.02 -0.36
C -1.01744 1.32585 -2.73496 0.35 0.12 0.30
C -0.92526 0.26070 -3.67562 -0.08 -0.01 -0.24
C -1.97949 -0.11677 -4.46893 0.26 -0.07 0.01
C -3.21184 0.55293 -4.40023 -0.28 0.07 -0.30
C -3.32263 1.63990 -3.52498 0.00 0.50 -0.42
C -2.27290 1.99815 -2.70627 0.15 0.47 -0.35
C -4.31236 0.16687 -5.23433 0.16 0.08 0.15
N -5.20476 -0.14135 -5.89418 -0.02 -0.02 0.01
H -0.03274 2.65765 -1.40823 0.03 -0.05 0.05
H 1.04177 1.40034 -2.14471 -0.06 -0.06 -0.04
H 0.02847 -0.24961 -3.75892 -0.04 0.06 -0.02
H -1.87477 -0.94262 -5.16290 0.02 0.02 0.01
H -4.25137 2.19800 -3.49051 -0.01 -0.01 0.01
H -2.37823 2.85863 -2.05346 0.00 -0.03 -0.05
C 3.70667 -0.14249 -1.06475 -0.03 -0.03 -0.03
Ge 3.54509 0.84978 0.63913 0.14 0.06 -0.07
C 4.01964 -0.32934 2.13814 -0.02 -0.07 0.03
C 5.02225 2.15237 0.54832 0.03 0.04 0.02
C 1.81469 1.66116 0.86631 -0.30 -0.21 0.16
H 4.52018 -0.87255 -1.02041 -0.01 0.01 -0.01
H 3.93648 0.55681 -1.87157 0.00 -0.01 -0.01
H 2.77841 -0.66219 -1.30911 0.03 -0.01 0.01
H 4.94931 -0.86882 1.93752 -0.01 0.00 0.00
H 3.22852 -1.04481 2.36523 0.01 0.04 0.01
H 4.18221 0.28546 3.02566 0.01 -0.03 0.02
H 5.98705 1.64739 0.45812 -0.01 0.02 0.00
H 5.03983 2.77273 1.44652 0.02 0.00 -0.02
H 4.89732 2.80884 -0.31526 0.01 0.00 0.01
H 1.84274 2.64137 0.37760 -0.09 0.03 0.01
H 1.68712 1.83905 1.94509 0.08 0.07 -0.01



[3]
69
Properties=species:S:1:pos:R:3:forces:R:3 method="wB97M-V/def2-TZVPD" e_tot_ev=-42854.759 homo_energy_ev=-18.198 total_charge=+5 fmax_ev_per_a=4.9
In 1.64142 8.69270 -4.89147 0.07 0.30 0.02
In 0.87093 1.90026 -7.72617 0.03 0.06 -0.19
C 2.51417 2.81131 -0.66029 1.28 -1.81 2.62
C 2.29429 3.61001 -1.89155 -0.48 0.87 -3.68
O 2.19440 2.95265 -2.93245 -0.04 -2.84 -0.64
O 2.22883 4.79997 -1.84560 0.03 3.48 2.23
H 1.63297 2.19163 -0.49418 0.15 0.06 -0.02
H 2.81663 3.38762 0.21405 -0.69 0.57 -0.27
H 3.40948 2.21056 -0.82037 -0.30 -0.40 -0.41
C -1.85762 -3.11936 -7.35875 2.39 0.21 0.28
C -0.80137 -3.97327 -6.50176 0.59 -0.43 -0.46
C -0.35533 -5.19287 -7.36461 -0.51 1.38 0.50
C 0.91027 -5.93414 -6.97004 -1.05 1.90 -0.07
C 2.01080 -4.89239 -6.79653 1.03 -0.82 -1.19
C 1.76771 -3.74636 -5.82421 1.21 0.96 -1.33
N 0.42773 -3.10228 -6.11212 -1.49 -1.92 1.17
O 0.07914 -2.02781 -5.30210 1.34 -1.28 -1.43
C 1.73524 -4.28666 -4.38993 -1.07 0.13 2.35
C 2.94482 -2.65583 -5.87423 -0.11 -1.01 0.03
C -1.60858 -4.56888 -5.30014 -1.66 0.41 0.78
H -2.54265 -3.81521 -7.84315 -0.29 0.21 0.56
H -1.26198 -2.68750 -8.16299 -0.11 0.14 -0.20
H -2.22356 -2.28987 -6.75366 -0.62 -0.41 -0.08
H -1.21989 -5.85438 -7.30949 0.01 0.00 -0.57
H -0.20876 -4.76179 -8.35496 -0.20 -0.45 -0.33
H 1.01336 -6.56377 -7.85380 0.87 -0.58 0.67
H 0.73780 -6.42026 -6.00981 0.20 -0.65 -0.30
H 2.42757 -4.51373 -7.72982 -0.96 0.60 -0.68
H 2.92465 -5.47112 -6.66218 0.31 0.17 1.56
H 0.91702 -4.95256 -4.11571 -0.09 -0.41 -0.84
H 2.65612 -4.78700 -4.09034 0.20 0.09 -0.63
H 1.57061 -3.50619 -3.64706 0.37 0.54 -0.18
H 2.80290 -1.81039 -5.20105 -0.44 0.07 -0.36
H 3.87011 -3.10539 -5.51390 -0.22 -0.51 0.22
H 3.22318 -2.41244 -6.89960 -0.57 0.39 -0.06
H -1.43736 -5.55731 -4.87378 1.17 0.05 -0.35
H -2.61427 -4.68931 -5.70284 0.01 -0.17 -0.55
H -1.93287 -3.94064 -4.47053 0.80 0.67 0.22
H -0.29382 -2.56161 -4.59673 -1.10 0.36 1.24
C -2.63013 3.77771 5.40166 1.71 1.58 -0.13
C -2.32963 3.49141 6.93820 -1.89 -1.64 1.97
C -2.67668 2.01182 7.39329 1.96 -0.09 -0.01
C -1.56128 1.01623 6.93671 -0.83 1.84 0.82
C -0.13693 1.48132 7.43132 -2.35 0.63 -1.20
C 0.22583 2.98764 6.98441 -1.46 -2.48 0.45
N -0.89374 3.84975 7.30928 -0.34 -0.04 -4.88
O -0.74660 5.12799 6.80615 0.36 -1.19 1.73
C 1.45805 3.28762 7.81861 1.46 0.47 1.48
C 0.68805 2.94512 5.50000 -0.26 0.47 -1.29
C -3.28114 4.39351 7.78692 -1.02 0.75 0.57
H -1.72928 3.92770 4.80661 0.53 -0.74 -0.03
H -2.98179 4.80327 5.28911 -1.11 -0.32 0.29
H -3.17750 2.99715 4.87328 -0.38 0.05 0.67
H -2.77059 2.07440 8.47744 -0.03 -0.46 0.04
H -3.61134 1.62581 6.98648 -0.34 0.80 -0.07
H -1.73088 0.88042 5.86858 0.77 0.08 -0.24
H -1.74546 0.04589 7.39781 0.05 -0.05 0.27
H 0.48150 0.75818 6.89962 1.05 0.38 0.97
H -0.21867 1.54277 8.51651 0.65 -0.86 -0.07
H 1.34252 2.86815 8.81801 0.12 0.22 -0.04
H 2.35378 2.87646 7.35306 -0.21 0.16 0.08
H 1.46727 4.37679 7.86001 0.46 0.20 -0.03
H 0.88369 3.82854 4.89222 -0.25 0.49 0.52
H 1.60754 2.37675 5.35997 -0.04 -0.11 0.78
H -0.10872 2.38220 5.01381 -0.18 -0.02 -0.13
H -4.30374 4.29059 7.42387 0.16 -0.04 -0.40
H -3.01042 5.44928 7.77448 0.21 0.04 -0.68
H -3.39277 4.20987 8.85552 0.63 -0.79 0.00
H -0.73489 4.95901 5.86121 0.50 0.73 -1.07